104
Properties=species:S:1:pos:R:3 method="wB97M-V/def2-TZVPD" total_charge=-1 relative_energy_kj_mol=704.1 total_energy_ha=-3594.38002 homo_lumo_gap_ha=0.1977
C 5.41186 -1.91856 1.16964
C 5.38393 -1.64850 -0.43576
O 4.84013 -2.84270 -1.04909
C 3.58146 -2.59845 -1.71814
C 2.29067 -2.70345 -0.72711
C 1.63902 -1.29233 -0.33024
C 0.95215 -0.45213 -1.47261
C 0.41555 0.91239 -0.93093
C 0.49089 1.39774 0.52541
N 1.10351 0.58985 1.51968
C 1.63787 -0.64135 1.06474
O 1.30770 -3.25580 -1.66622
B 0.24860 -3.98229 -0.93974
F -0.81151 -3.17655 -0.28728
C -0.59235 -4.96763 -1.94207
C -2.16922 -5.07653 -1.59784
S -3.17117 -3.71006 -2.42714
C -4.08084 -2.92768 -1.00350
N -5.49468 -2.78182 -0.84899
N -5.86740 -2.18606 0.31498
C -4.61741 -1.93975 0.98084
O -3.54183 -2.37348 0.19533
O 0.97139 -4.54029 0.21473
C 2.27903 -3.92181 0.33921
N 3.16061 -5.09854 -0.00613
F 2.70397 -3.66442 1.70412
H 5.36913 -3.05629 1.31521
H 4.50048 -1.37949 1.59533
H 6.37616 -1.53984 1.65234
H 4.77354 -0.70305 -0.67779
H 6.48650 -1.50421 -0.74836
H 3.44417 -3.41915 -2.49848
H 3.60550 -1.58867 -2.25018
H 0.87235 -0.79681 -2.55027
H -0.08002 1.61700 -1.69249
H 0.06516 2.42193 0.83223
H 2.15270 -1.27291 1.88302
H -0.09353 -5.99788 -2.07308
H -0.54534 -4.47436 -2.99242
H -2.51200 -6.09274 -2.03667
H -2.38437 -5.15070 -0.47347
H -4.59122 -1.46700 2.01208
H 3.21399 -5.22471 -1.02467
H 4.08670 -4.91198 0.41222
C 2.72779 3.98169 1.37141
C 4.00846 4.34034 1.26704
C 4.40453 5.76287 1.20947
O 5.57293 6.09142 1.11224
C 3.32702 6.77362 1.27365
C 2.04685 6.41608 1.37798
C 1.65028 4.99275 1.43558
O 0.48143 4.66739 1.53280
H 2.42042 2.94359 1.41402
H 4.80959 3.61324 1.21964
H 3.63523 7.81089 1.23094
H 1.24580 7.14355 1.42539
C -7.21436 -1.88069 3.67709
C -8.24595 -1.03695 3.73246
C -8.40066 -0.08734 4.85452
O -9.34295 0.68188 4.90724
C -7.36729 -0.10758 5.91200
C -6.33586 -0.95089 5.85696
C -6.18117 -1.90091 4.73442
O -5.23927 -2.66899 4.68278
H -7.08602 -2.58336 2.86249
H -9.01062 -1.00876 2.96619
H -7.49589 0.59509 6.72587
H -5.57094 -0.97911 6.62318
C -3.68671 0.65891 -3.57815
C -2.40700 1.01971 -3.68538
C -2.01481 2.44407 -3.74813
O -0.84612 2.77569 -3.84803
C -3.09427 3.45196 -3.68570
C -4.37320 3.09160 -3.57865
C -4.76633 1.66767 -3.51601
O -5.93369 1.33887 -3.41644
H -3.99230 -0.37916 -3.53147
H -1.60412 0.29409 -3.73125
H -2.78951 4.48822 -3.73207
H -5.17542 3.81741 -3.53267
C -4.84399 9.52001 -3.76723
C -5.06410 8.21944 -3.96305
C -3.96165 7.29995 -4.31559
O -4.16189 6.11305 -4.49645
C -2.60626 7.87696 -4.44103
C -2.38615 9.17756 -4.24521
C -3.48858 10.09730 -3.89266
O -3.28837 11.28373 -3.71189
H -5.63946 10.20786 -3.50923
H -6.05019 7.78048 -3.87443
H -1.81065 7.18892 -4.69905
H -1.40006 9.61636 -4.33381
C 6.73836 -6.58058 2.41153
C 7.34138 -7.37024 3.30129
C 8.46023 -6.87595 4.13106
O 9.01275 -7.59651 4.94216
C 8.88376 -5.47256 3.93790
C 8.28095 -4.68292 3.04830
C 7.16210 -5.17751 2.21849
O 6.61023 -4.45722 1.40805
H 5.91769 -6.92609 1.79491
H 7.04308 -8.39976 3.45566
H 9.70410 -5.12690 4.55446
H 8.57910 -3.65323 2.89388


93
Properties=species:S:1:pos:R:3 method="wB97M-V/def2-TZVPD" total_charge=-2 total_energy_ha=-3216.61944 homo_lumo_gap_ha=0.1952
Cs 1.33696 -0.61732 1.08813
C -1.44936 -7.45010 1.80557
O -1.42979 -7.10815 3.17245
C -1.35105 -5.77083 3.48119
C -1.33513 -5.48310 4.85903
C -1.25820 -4.16217 5.23229
C -1.20962 -3.09526 4.32147
C -1.17494 -1.73600 4.90501
C -1.62249 -0.55082 4.07616
O -0.86491 -1.55383 6.07713
C -1.18562 -3.37654 2.90593
O -1.04369 -2.51162 1.99243
C -1.28337 -4.77258 2.54239
H -1.53903 -8.53433 1.75909
H -0.53020 -7.14373 1.29828
H -2.29729 -6.99459 1.28834
H -1.38843 -6.29056 5.57804
H -1.24331 -3.89936 6.28426
H -2.71216 -0.60494 3.97580
H -1.23938 -0.59804 3.05894
H -1.35607 0.37702 4.57936
H -1.26527 -4.97290 1.48063
O 0.43795 -0.75623 -1.30932
S 0.09229 -1.80020 -2.31575
C 1.32985 -1.64614 -3.60685
C 2.26434 -0.63244 -3.49690
C 3.27650 -0.54747 -4.44320
C 3.34260 -1.46800 -5.47962
C 2.41015 -2.49590 -5.56380
C 1.40617 -2.59774 -4.61223
C -1.30672 -1.11779 -3.21337
C -1.86615 -1.78395 -4.29467
C -2.97527 -1.23605 -4.91815
C -3.52284 -0.04521 -4.44798
C -2.96393 0.59770 -3.35439
C -1.84731 0.05633 -2.72709
H 2.21788 0.04917 -2.65574
H 4.02970 0.22350 -4.34698
H 4.14160 -1.40432 -6.20736
H 2.48156 -3.23270 -6.35406
H 0.70239 -3.42248 -4.64069
H -1.44289 -2.71698 -4.64915
H -3.41923 -1.74152 -5.76707
H -4.39631 0.37362 -4.93214
H -3.39183 1.51103 -2.96383
H -1.40709 0.53232 -1.85669
C -0.45410 5.54786 -2.88642
C -1.10174 5.97203 -1.73248
C -1.27576 5.09735 -0.66153
C -0.80849 3.77550 -0.69590
C -0.13441 3.38928 -1.86395
C 0.03217 4.24588 -2.94749
Si -1.02337 2.44212 0.70685
C -2.80643 1.82528 0.23464
C -3.79928 2.64233 -0.32595
C -5.07555 2.16252 -0.60750
C -5.39383 0.83302 -0.34593
C -4.42768 -0.00331 0.19957
C -3.15532 0.49087 0.48302
C -1.49428 3.58760 2.19030
C -2.67648 3.46746 2.93331
C -2.92692 4.25607 4.05489
C -2.00214 5.20667 4.46580
C -0.81965 5.35182 3.74592
C -0.57414 4.54905 2.63856
H -0.31949 6.22505 -3.72209
H -1.47620 6.98855 -1.66471
H -1.78691 5.45530 0.22705
H 0.28999 2.38779 -1.91658
H 0.55330 3.90113 -3.83390
H -3.56963 3.68311 -0.53734
H -5.82236 2.82484 -1.03418
H -6.38356 0.45272 -0.57259
H -4.65533 -1.04367 0.40298
H -2.41214 -0.19065 0.89169
H -3.42148 2.73755 2.63053
H -3.85070 4.12541 4.60855
H -2.19474 5.82227 5.33700
H -0.08348 6.08568 4.05556
H 0.36383 4.66966 2.10175
C 8.74168 1.23858 0.92403
C 8.06010 -0.05149 0.55285
C 8.75453 -1.25350 0.52931
C 8.00250 -2.36562 0.18592
N 6.71532 -2.32998 -0.10259
C 6.08941 -1.11268 -0.05321
S 4.42196 -1.00997 -0.44145
N 6.77012 0.02889 0.26855
H 9.82806 1.14745 0.88286
H 8.45574 1.52702 1.93746
H 8.41288 2.03299 0.25471
H 9.81011 -1.31808 0.75884
H 8.47284 -3.34650 0.13838


105
Properties=species:S:1:pos:R:3 method="wB97M-V/def2-TZVPD" spin_multiplicity=3 total_energy_ha=-4353.44940 homo_lumo_gap_ha="0.2408 / 0.2519"
Mo -0.02084 -0.16443 -0.37182
C -2.33652 2.47245 -4.32884
C -0.99724 1.88876 -3.81765
C -0.22227 1.34547 -5.00202
C -0.12893 2.81049 -2.97103
C 0.46501 3.89678 -3.65636
C 1.22993 4.75980 -2.97528
C 1.41557 4.63466 -1.56918
C 0.78599 3.63455 -0.87687
C 0.82278 3.71128 0.65974
C 1.96460 4.54853 1.22425
C -0.54243 4.21451 1.10911
C 0.03622 2.69076 -1.57908
N -0.66811 1.63241 -0.91826
C -2.09991 1.88482 -1.06429
C -2.69918 3.09898 -1.29376
C -4.10282 3.18964 -1.34110
C -4.87076 2.06958 -1.25539
C -4.27227 0.87758 -0.92325
C -2.90804 0.82694 -0.85076
F -2.27975 -0.39376 -0.56089
H -2.60745 1.95594 -5.20742
H -2.23983 3.55398 -4.62190
H -2.96113 2.52186 -3.52084
H -1.29714 1.02334 -3.25437
H -0.13623 1.98662 -5.88803
H -0.78466 0.41827 -5.41805
H 0.75199 1.06849 -4.67040
H 0.45331 4.08474 -4.71321
H 1.74122 5.57597 -3.43234
H 2.07827 5.38568 -1.09892
H 0.85789 2.71619 1.03429
H 1.70176 5.61836 1.02551
H 2.87712 4.43426 0.63095
H 2.08190 4.29868 2.29217
H -0.75477 5.15309 0.61638
H -0.41269 4.46649 2.16408
H -1.33938 3.49890 0.94836
H -2.17088 4.02186 -1.35242
H -4.60117 4.14140 -1.52246
H -5.94428 2.17041 -1.43378
H -4.84624 -0.01545 -0.71706
F -5.84223 -0.90344 3.42892
C -4.78466 -0.58578 4.19276
F -4.15993 -1.69852 4.50366
F -5.28348 -0.06488 5.32269
S -3.69116 0.40200 3.12348
O -3.90307 1.77605 3.44601
O -4.03798 -0.11667 1.80703
N -2.25066 -0.10704 3.60480
S -0.84365 0.25740 3.02511
O -0.81663 0.60058 1.56374
O 0.22780 -0.57056 3.49286
C -0.38199 1.92711 3.85437
F 0.80198 2.34663 3.46136
F -0.39403 1.60020 5.15174
F -1.24810 2.91569 3.71022
C 2.96353 0.73038 1.26616
C 3.01755 0.83859 -0.22401
C 4.18042 1.37986 -0.83625
C 4.30714 1.45213 -2.18009
C 3.39307 0.78424 -2.99531
C 3.55335 0.52974 -4.38057
C 2.87336 -0.43327 -5.04533
C 1.80590 -1.05916 -4.36174
C 1.51456 -0.75647 -3.05218
S 0.06794 -1.40795 -2.31547
C 2.32407 0.14477 -2.34682
N 2.03226 0.31296 -0.98987
H 3.90662 1.07673 1.73846
H 2.77573 -0.32586 1.59555
H 2.20911 1.38284 1.71526
H 4.89840 1.86130 -0.20373
H 5.27368 1.91383 -2.56037
H 4.39750 1.01261 -4.87231
H 3.07532 -0.58331 -6.13717
H 1.21020 -1.75871 -4.91677
O 2.26246 -3.47861 2.17690
C 0.92413 -3.76515 1.92592
C 0.13117 -2.62855 1.30541
O -1.05879 -2.66266 1.13732
O 0.83908 -1.65736 0.77472
C 0.32127 -4.21356 3.26835
C 1.17546 -4.95394 4.10354
C 0.69454 -5.40579 5.31498
C -0.61500 -5.14676 5.78343
C -1.43335 -4.39646 4.96626
C -1.02367 -4.01268 3.67728
C 0.94682 -4.86554 0.83623
C 1.21240 -4.55609 -0.48972
C 1.31777 -5.53305 -1.44828
C 1.20417 -6.81463 -1.09372
C 0.95906 -7.18246 0.21766
C 0.75367 -6.21089 1.20095
H 2.78208 -3.94992 1.52434
H 2.19136 -5.14649 3.82970
H 1.31838 -5.99728 5.99078
H -0.89211 -5.40450 6.80350
H -2.42221 -4.08189 5.33129
H -1.65898 -3.39434 3.07726
H 1.31702 -3.51628 -0.76031
H 1.66484 -5.20376 -2.40759
H 1.42860 -7.60958 -1.81554
H 0.83025 -8.27746 0.44075
H 0.63906 -6.51722 2.24459